1.
Entry from the Open Molecules 2025 dataset: C3H7O2Tb as an isolated structure in a non-equilibrium geometry (the ωB97M-V functional and the def2-TZVPD basis).

```
13
Properties=species:S:1:pos:R:3:mulliken_spin:R:1
O 1.315 0.097 -0.814 -0.02
C 1.080 -0.697 0.150 -0.01
C -0.363 -1.093 0.330 0.04
O -1.156 -0.097 -0.291 0.04
C -2.566 -0.306 -0.232 0.03
Tb 0.006 1.809 -0.929 6.62
H 1.742 -1.581 0.128 -0.01
H -0.586 -1.152 1.410 0.01
H -0.542 -2.079 -0.129 0.00
H -2.865 -0.554 0.794 0.00
H -3.036 0.630 -0.548 -0.01
H -2.828 -1.113 -0.928 0.00
H 0.838 1.275 1.028 -0.69
```

Calculated values
- charge = +2
- multiplicity = 7
- LUMO energy (alpha / beta) (hartree) = -0.4133 / -0.3650
- relative energy (zero: lowest compared OMol25 entry of this formula, charge and spin) (kcal per mole) = 51.63
- DFT total energy (hartree) = -1092.61808
- expectation value of S² = 12.7687
- HOMO-LUMO gap (alpha / beta) (eV) = 8.1 / 7.7

2.
Entry from the Open Molecules 2025 dataset: a 2-piece molecular cluster, C3H7O3 overall in a non-equilibrium geometry (the ωB97M-V functional and the def2-TZVPD basis).

```
13
Properties=species:S:1:pos:R:3:nbo_charge:R:1
C 0.873 -1.303 -1.996 -0.73
C 0.543 -0.174 -1.026 0.76
O -0.495 0.528 -1.212 -0.80
O 1.406 -0.103 -0.142 -0.79
H 0.950 -2.312 -1.531 0.20
H 1.771 -0.991 -2.514 0.20
H 0.171 -1.302 -2.799 0.19
C -1.001 1.034 1.566 -0.27
O -1.137 0.903 2.992 -0.76
H -0.154 0.543 3.163 0.46
H -1.273 0.059 1.136 0.18
H 0.046 1.280 1.243 0.22
H -1.700 1.838 1.120 0.16
```

Calculated values
- charge = -1
- LUMO energy (hartree) = 0.1460
- relative energy (zero: lowest compared OMol25 entry of this formula, charge and spin) (kcal per mole) = 36.49
- DFT total energy (hartree) = -344.25207
- HOMO-LUMO gap (eV) = 8.1

3.
Entry from the Open Molecules 2025 dataset: a 2-piece molecular cluster, C3H7O3 overall in a non-equilibrium geometry (the ωB97M-V functional and the def2-TZVPD basis).

```
13
Properties=species:S:1:pos:R:3:nbo_charge:R:1
O -0.931 0.538 1.175 -0.76
C -0.348 -0.034 0.243 0.78
O 0.727 0.301 -0.322 -0.82
C -0.947 -1.372 -0.294 -0.51
C -1.304 -1.356 -1.772 -0.60
H -1.787 -1.683 0.310 0.19
H -0.108 -2.041 -0.063 0.20
H -2.184 -0.747 -1.946 0.19
H -1.505 -2.383 -2.096 0.18
H -0.484 -0.985 -2.380 0.22
H 1.966 1.165 0.478 0.51
H 1.910 2.023 1.760 0.46
O 2.493 1.787 1.037 -1.02
```

Calculated values
- charge = -1
- LUMO energy (hartree) = 0.1546
- relative energy (zero: lowest compared OMol25 entry of this formula, charge and spin) (kcal per mole) = 1.57
- DFT total energy (hartree) = -344.30772
- HOMO-LUMO gap (eV) = 8.6

4.
Entry from the Open Molecules 2025 dataset: a 2-piece molecular cluster, C3H7O3 overall (the ωB97M-V functional and the def2-TZVPD basis).

```
13
Properties=species:S:1:pos:R:3:nbo_charge:R:1
C -0.054 -0.741 -1.338 -0.05
O -0.746 0.461 -1.520 -0.77
C -0.514 -1.494 -0.099 -0.64
H 1.016 -0.532 -1.257 0.16
H -0.235 -1.334 -2.237 0.14
H 0.013 -2.458 -0.028 0.18
H -1.581 -1.710 -0.182 0.18
H -0.308 -0.892 0.780 0.25
O 0.916 0.983 2.509 -0.77
C 0.722 1.893 1.689 0.64
O 0.544 1.814 0.452 -0.83
H 0.576 2.921 2.115 -0.01
H -0.349 1.090 -0.884 0.52
```

Calculated values
- charge = -1
- LUMO energy (hartree) = 0.1565
- relative energy (zero: lowest compared OMol25 entry of this formula, charge and spin) (kcal per mole) = 13.22
- DFT total energy (hartree) = -344.28916
- HOMO-LUMO gap (eV) = 8.7

5.
Entry from the Open Molecules 2025 dataset: a 2-piece molecular cluster, C3H7O3 overall in a non-equilibrium geometry (the ωB97M-V functional and the def2-TZVPD basis).

```
13
Properties=species:S:1:pos:R:3:nbo_charge:R:1
C -2.549 -0.549 1.761 -0.24
O -1.334 -0.871 2.402 -0.78
H -0.540 -0.842 1.868 0.51
H -2.400 -0.642 0.688 0.21
H -2.868 0.498 2.041 0.15
H -3.246 -1.415 2.203 0.14
C 2.533 0.406 -1.220 -0.72
C 0.977 0.377 -1.214 0.74
O 0.310 1.062 -2.027 -0.78
O 0.337 -0.206 -0.279 -0.84
H 2.886 -0.610 -1.490 0.20
H 2.982 0.596 -0.176 0.20
H 2.918 1.132 -1.863 0.20
```

Calculated values
- charge = -1
- LUMO energy (hartree) = 0.1494
- relative energy (zero: lowest compared OMol25 entry of this formula, charge and spin) (kcal per mole) = 35.16
- DFT total energy (hartree) = -344.25420
- HOMO-LUMO gap (eV) = 7.7

6.
Entry from the Open Molecules 2025 dataset: a 2-piece molecular cluster, C3H7O3 overall in a non-equilibrium geometry (the ωB97M-V functional and the def2-TZVPD basis).

```
13
Properties=species:S:1:pos:R:3:nbo_charge:R:1
C 1.245 1.149 1.750 -0.75
C 0.930 1.380 0.243 0.76
O 0.356 2.422 -0.111 -0.78
O 1.342 0.445 -0.508 -0.82
H 2.187 0.634 1.888 0.20
H 0.370 0.820 2.291 0.20
H 1.448 2.183 2.088 0.20
C -1.592 -1.268 -1.309 -0.26
O -1.063 -2.577 -1.321 -0.75
H -0.117 -2.533 -1.064 0.48
H -0.945 -0.579 -0.761 0.22
H -1.570 -0.806 -2.304 0.16
H -2.591 -1.270 -0.883 0.15
```

Calculated values
- charge = -1
- LUMO energy (hartree) = 0.1449
- relative energy (zero: lowest compared OMol25 entry of this formula, charge and spin) (kcal per mole) = 27.47
- DFT total energy (hartree) = -344.26645
- HOMO-LUMO gap (eV) = 7.9

7.
Entry from the Open Molecules 2025 dataset: a 2-piece molecular cluster, C3H7O3 overall in a non-equilibrium geometry (the ωB97M-V functional and the def2-TZVPD basis).

```
13
Properties=species:S:1:pos:R:3:nbo_charge:R:1
O -1.174 -0.100 0.312 -0.79
C -1.560 -0.428 1.474 0.63
O -2.536 -1.110 1.794 -0.74
H -0.705 -0.448 2.185 0.01
H -0.064 0.864 0.144 0.50
C 1.175 0.188 -1.096 -0.03
O 0.852 1.176 -0.165 -0.81
C 2.618 0.207 -1.895 -0.64
H 1.262 -0.824 -0.580 0.15
H 0.427 0.335 -1.945 0.15
H 2.493 -0.766 -2.344 0.20
H 2.643 1.021 -2.659 0.18
H 3.412 0.289 -1.231 0.19
```

Calculated values
- charge = -1
- LUMO energy (hartree) = 0.1486
- relative energy (zero: lowest compared OMol25 entry of this formula, charge and spin) (kcal per mole) = 37.73
- DFT total energy (hartree) = -344.25009
- HOMO-LUMO gap (eV) = 8.7

8.
Entry from the Open Molecules 2025 dataset: a 2-piece molecular cluster, C3H7O4S overall in a non-equilibrium geometry (the ωB97M-V functional and the def2-TZVPD basis).

```
15
Properties=species:S:1:pos:R:3:nbo_charge:R:1
C 1.085 -1.628 -1.686 -0.62
C 0.033 -1.429 -0.631 -0.65
C -1.528 1.917 -0.338 0.33
O -0.485 0.061 2.339 -1.04
O 0.636 2.073 1.267 -0.97
O -1.325 2.337 2.775 -0.99
O -1.944 2.997 -0.181 -0.57
S -0.967 1.388 1.757 1.79
H 2.068 -1.801 -1.244 0.19
H 1.151 -0.740 -2.297 0.20
H 0.946 -2.437 -2.367 0.19
H -0.681 -2.251 -0.686 0.19
H 0.354 -1.385 0.457 0.25
H -0.522 -0.390 -0.748 0.24
H 1.179 1.287 1.582 0.47
```

Calculated values
- charge = -1
- LUMO energy (hartree) = 0.1388
- relative energy (zero: lowest compared OMol25 entry of this formula, charge and spin) (kcal per mole) = 32.65
- DFT total energy (hartree) = -817.65663
- HOMO-LUMO gap (eV) = 8.0